{"formula": "C30H60CuN2O2PSi4", "method": "the ωB97M-V functional and the def2-TZVPD basis", "elements": ["Cu", "C", "C", "O", "C", "C", "C", "N", "N", "C", "O", "C", "C", "C", "C", "C", "C", "H", "H", "H", "H", "H", "H", "H", "H", "H", "H", "H", "H", "C", "Si", "C", "C", "Si", "Si", "C", "C", "C", "Si", "C", "C", "C", "H", "H", "H", "H", "H", "H", "H", "H", "H", "H", "H", "H", "H", "H", "H", "H", "H", "H", "H", "H", "H", "H", "H", "H", "H", "H", "H", "C", "C", "C", "P", "C", "C", "C", "C", "C", "C", "H", "H", "H", "H", "H", "H", "H", "H", "H", "H", "H", "H", "H", "H", "H", "H", "H", "H", "H", "H", "H"], "positions_angstrom": [[1.094646, 0.959782, -0.284256], [1.640917, 3.012385, 3.369991], [1.872790, 2.126764, 2.108407], [0.889325, 2.097493, 1.294999], [3.064276, 1.446299, 2.092629], [3.635245, 0.701896, 1.068043], [5.074068, 0.293151, 1.166221], [2.961538, 0.397523, -0.013092], [3.607281, -0.305010, -1.000421], [2.719653, -0.646484, -1.870731], [1.476181, -0.289444, -1.903580], [3.148809, -1.432607, -3.047660], [4.451188, -1.590394, -3.431441], [4.776156, -2.292300, -4.588304], [3.796486, -2.859652, -5.399385], [2.448849, -2.704801, -4.953011], [2.144121, -2.005770, -3.807748], [1.014897, 3.900251, 3.120135], [2.600026, 3.252690, 3.760323], [1.183321, 2.345361, 4.051264], [3.774935, 1.533076, 2.953042], [5.261416, 0.455159, 2.240520], [5.694369, 0.966291, 0.613774], [5.190326, -0.718328, 0.817805], [5.152850, -1.308602, -2.723215], [5.827789, -2.454526, -4.806546], [3.971482, -3.432594, -6.289449], [1.711646, -3.239353, -5.439074], [1.075495, -1.940485, -3.490771], [-0.848264, 4.989526, -0.422179], [-1.959159, 3.340848, -0.316713], [-3.625353, 3.884348, -1.096980], [-2.311486, 3.086957, 1.512603], [-0.886738, 1.620305, -1.339965], [-0.201198, 2.147267, -3.512530], [1.541859, 2.951695, -3.661023], [-0.055805, 0.614944, -4.552034], [-1.299917, 3.405141, -4.507228], [-2.558974, -0.056339, -1.526838], [-1.840191, -1.781135, -1.864639], [-4.045389, 0.176523, -2.681183], [-3.396695, -0.191976, 0.175740], [-1.554833, 5.719103, -0.102318], [-0.607219, 5.211342, -1.469957], [0.060178, 4.929973, 0.204178], [-4.033862, 4.742490, -0.565068], [-4.383667, 3.064351, -1.106506], [-3.578650, 4.242918, -2.134970], [-2.135752, 3.969525, 2.108587], [-1.569233, 2.332055, 1.792678], [-3.313882, 2.765842, 1.748658], [2.282626, 2.229014, -3.431443], [1.606556, 3.723550, -2.946665], [1.723624, 3.335081, -4.715956], [0.793020, 0.028474, -4.280014], [0.047734, 1.014742, -5.609156], [-0.965730, -0.035307, -4.489670], [-0.982056, 4.419625, -4.456503], [-2.359953, 3.443887, -4.236539], [-1.290895, 3.219089, -5.591999], [-1.571268, -1.839653, -2.914390], [-2.525175, -2.590215, -1.523219], [-0.895335, -1.711188, -1.366699], [-3.820024, 0.501881, -3.698879], [-4.636600, 1.031438, -2.416811], [-4.672406, -0.671307, -2.643435], [-2.671024, 0.066847, 1.010071], [-3.591232, -1.203649, 0.467723], [-4.287005, 0.425136, 0.354465], [2.077475, -2.405584, 2.832927], [0.703336, -2.995320, 2.413701], [0.861380, -3.598532, 1.063608], [-0.680067, -1.815889, 2.466935], [-2.046101, -3.072213, 2.999718], [-2.453046, -4.067724, 1.947175], [-3.318534, -2.396974, 3.606777], [-0.316788, -0.927454, 4.151190], [-1.175062, 0.288707, 4.413672], [-0.235211, -1.817560, 5.376308], [2.649376, -3.314822, 2.921480], [2.021570, -2.077932, 3.861672], [2.455628, -1.636104, 2.142810], [0.447116, -3.749952, 3.166085], [1.275698, -2.872041, 0.336170], [-0.039096, -4.020133, 0.709218], [1.527750, -4.478242, 1.116501], [-1.561288, -3.619192, 3.854308], [-2.985326, -3.627443, 1.115543], [-3.029202, -4.890719, 2.281316], [-1.534186, -4.528122, 1.552694], [-3.734341, -1.686357, 2.876116], [-3.186130, -1.799626, 4.479015], [-4.160348, -3.100481, 3.916836], [0.694323, -0.502968, 3.971714], [-2.212208, 0.049897, 4.788563], [-1.427209, 0.898541, 3.514574], [-0.810843, 0.999417, 5.188390], [-1.223838, -2.089086, 5.680543], [0.216751, -1.304713, 6.276289], [0.357710, -2.662297, 5.176488]], "atomic_forces_ev_per_a": [[-0.1, -0.5, -0.9], [-0.2, -0.1, -2.2], [-0.6, 1.0, 1.5], [0.5, -0.3, -0.4], [1.1, 0.4, 1.5], [0.0, -0.8, -2.5], [-0.9, 0.3, 1.6], [0.0, 0.8, 1.5], [0.1, -0.3, 0.4], [-0.5, 0.2, -1.1], [0.0, 0.2, 1.0], [-0.9, 0.1, -0.1], [-0.6, -1.1, -0.9], [0.4, -0.4, -0.4], [-1.5, 0.9, 1.5], [2.6, 0.2, 0.3], [-1.3, -0.4, -0.3], [0.5, -0.8, 0.3], [0.7, 0.6, 0.4], [-0.9, -0.4, 1.0], [-1.1, 0.4, -0.6], [0.7, -0.6, -0.4], [0.4, 0.3, -0.5], [0.3, -0.3, 0.0], [1.6, 0.8, 0.9], [-0.1, 0.1, -0.1], [0.4, -0.1, -0.2], [-1.6, -0.8, -1.2], [1.2, 0.0, -0.2], [-0.2, -1.9, -0.4], [0.1, 2.0, -0.3], [-0.3, -0.4, -0.5], [0.6, -0.4, -0.2], [-0.3, -0.7, -0.4], [0.2, 1.1, -0.5], [-1.2, -0.3, -1.7], [-1.4, 0.2, -1.4], [-0.6, -0.9, -0.3], [-0.4, -0.1, 0.3], [-0.7, 0.7, -0.1], [1.1, 1.5, -0.5], [1.2, 0.9, 1.5], [-0.3, 1.0, 0.6], [0.2, -0.1, 0.2], [-0.5, 0.1, -0.3], [-0.1, 0.0, 0.4], [0.5, 0.5, 0.2], [0.4, -0.3, 0.1], [0.2, 0.5, 0.1], [-0.2, 0.0, 0.4], [-0.3, -0.4, -0.1], [0.8, -0.8, 0.2], [0.3, 1.3, 0.7], [-0.3, -0.3, 1.3], [0.6, -0.2, 0.1], [-0.1, -0.7, 1.0], [0.6, 0.5, -0.2], [0.6, 1.0, 0.5], [0.0, -0.3, 0.2], [0.1, -0.4, 0.2], [-0.2, -0.4, -0.3], [0.7, 0.4, -0.3], [0.6, -0.6, 0.7], [0.4, -0.8, -0.3], [-0.5, 0.5, 0.9], [-0.7, -1.1, -0.2], [-0.6, 0.2, -1.0], [-0.6, -0.9, -0.2], [0.1, -0.1, -0.3], [-1.2, -0.6, 0.3], [0.7, 0.6, 1.1], [1.2, -0.6, -0.7], [-1.3, 0.8, 0.8], [-0.3, 0.5, 2.2], [1.7, 0.1, -1.0], [-0.9, -0.4, -0.9], [0.8, 0.4, -0.6], [-2.4, 1.1, 0.0], [0.2, 1.6, 0.9], [1.1, 0.0, -0.5], [0.1, 0.6, 0.1], [0.0, -0.4, 0.3], [0.2, -0.3, -0.1], [-0.3, -0.4, 0.3], [-1.0, -0.1, -0.8], [0.2, 0.4, 0.0], [-0.3, 0.2, -0.7], [-0.1, 0.4, -0.3], [-0.8, -0.7, 0.9], [-0.5, 0.0, -0.1], [-0.1, -0.3, 0.0], [0.7, 0.4, 0.7], [1.2, 0.4, -0.7], [-0.4, -0.3, -0.2], [0.9, -0.2, -0.2], [0.7, -0.4, 0.4], [0.3, -0.6, -0.5], [-0.7, -0.5, 0.2], [-0.3, -0.2, -1.0], [0.6, -1.4, -0.1]], "de_lowest_ev": 1.943, "total_energy_ha": -4578.990031, "homo_ha": [-0.150, -0.164], "homo_lumo_gap_ev": [6.7, 7.1], "s2": 0.756, "spin_multiplicity": 2, "total_charge": -1}

***

{"formula": "C30H60N5O5PS", "method": "the ωB97M-V functional and the def2-TZVPD basis", "elements": ["N", "P", "C", "C", "C", "C", "C", "C", "C", "C", "N", "C", "C", "C", "C", "C", "C", "C", "C", "C", "C", "C", "C", "N", "C", "C", "C", "C", "S", "O", "O", "O", "H", "H", "H", "H", "H", "H", "H", "H", "H", "H", "H", "H", "H", "H", "H", "H", "H", "H", "H", "H", "H", "H", "H", "H", "H", "H", "H", "H", "H", "H", "H", "H", "H", "H", "H", "H", "H", "H", "H", "H", "H", "H", "H", "H", "H", "H", "C", "N", "C", "C", "O", "H", "H", "H", "H", "H", "H", "H", "C", "N", "C", "C", "O", "H", "H", "H", "H", "H", "H", "H"], "positions_angstrom": [[4.467743, -5.411590, 1.322832], [3.168417, -6.050886, 2.053377], [2.121506, -4.539193, 2.697698], [0.556423, -4.993333, 2.627190], [-0.509882, -4.024679, 3.408400], [0.144602, -2.560988, 3.885023], [-0.808761, -1.706721, 4.900258], [-2.205295, -2.422575, 5.351810], [-3.402107, -2.407820, 4.230632], [-3.619312, -0.974546, 3.463401], [-3.305136, -1.080172, 1.956129], [0.325072, -1.685507, 2.524932], [1.690925, -0.806746, 2.388690], [1.690268, 0.622845, 3.208635], [0.393730, 1.580840, 2.917085], [-0.105057, 1.620382, 1.351504], [-1.368397, 2.707299, 1.308179], [-2.495117, 2.368074, 0.168933], [-1.967076, 2.438874, -1.381347], [-2.047539, 0.960163, -2.085297], [-0.552717, 0.612357, -2.661396], [-0.171899, -0.897395, -2.125461], [0.256301, -1.762734, -3.484569], [0.048765, -3.250961, -3.305300], [0.612974, -3.992715, -2.112012], [0.159657, -5.553846, -2.423304], [-0.710016, -5.557609, -3.814018], [-0.741492, -4.008113, -4.352105], [1.700838, -3.008084, 4.815113], [1.207697, -3.713686, 6.141526], [2.552976, -1.804258, 5.306114], [2.649246, -4.235909, 4.030963], [4.421839, -5.786202, 0.332526], [2.410905, -6.896161, 1.144466], [3.472493, -6.848545, 3.218319], [2.303161, -3.608869, 2.005066], [0.412602, -6.131607, 2.956000], [0.247916, -4.979064, 1.474096], [-0.895391, -4.660597, 4.342354], [-1.357949, -3.756930, 2.647700], [-1.050673, -0.610828, 4.494815], [-0.185334, -1.519696, 5.900824], [-2.074717, -3.527703, 5.781552], [-2.619030, -1.795042, 6.279737], [-4.414302, -2.618904, 4.827729], [-3.335428, -3.300420, 3.441578], [-3.092526, -0.055620, 3.970569], [-4.787789, -0.733328, 3.503216], [-2.879249, -2.013138, 1.742355], [-2.593282, -0.361198, 1.700904], [0.295000, -2.419266, 1.583759], [-0.620634, -0.983151, 2.390618], [2.693865, -1.408962, 2.625332], [1.792013, -0.511934, 1.236060], [2.652245, 1.213885, 2.823413], [1.816235, 0.517851, 4.370232], [-0.460150, 1.329622, 3.689765], [0.737465, 2.693067, 3.181610], [-0.371954, 0.578876, 0.890755], [0.825707, 2.024715, 0.722567], [-1.001419, 3.817933, 1.271649], [-1.911308, 2.572442, 2.362750], [-3.332994, 3.212689, 0.270304], [-3.061792, 1.356096, 0.442377], [-0.889345, 2.918176, -1.363112], [-2.619823, 3.166592, -2.066832], [-2.849798, 0.910619, -2.967300], [-2.427490, 0.179579, -1.281962], [-0.522175, 0.714075, -3.849683], [0.300988, 1.333134, -2.271006], [0.723010, -0.809890, -1.348812], [-1.071784, -1.486366, -1.651195], [1.426213, -1.588354, -3.599772], [-0.275090, -1.365660, -4.463172], [1.221077, -3.633194, -1.177026], [0.451559, -6.448135, -1.714609], [-1.228035, -6.479510, -4.339230], [-1.267595, -3.620470, -5.323975], [0.284048, 6.836430, -2.598354], [0.432657, 5.620961, -1.834123], [0.865780, 5.478254, -0.548787], [1.249764, 6.715712, 0.212348], [0.931617, 4.357577, -0.048724], [-0.761547, 6.917366, -2.905288], [0.913752, 6.755849, -3.487808], [0.567180, 7.723444, -2.030082], [0.193698, 4.742040, -2.277554], [1.573329, 6.438157, 1.219922], [2.078878, 7.221929, -0.288987], [0.389505, 7.384770, 0.298525], [2.731778, 3.416527, -6.922873], [2.209455, 4.555597, -6.206496], [0.905816, 4.896518, -5.995907], [-0.161782, 4.003636, -6.562538], [0.636806, 5.911276, -5.356989], [3.350745, 2.837767, -6.232985], [3.355850, 3.787686, -7.739528], [1.942947, 2.780440, -7.326640], [2.866763, 5.206610, -5.793747], [-1.146659, 4.408105, -6.310825], [-0.074860, 3.959920, -7.651370], [-0.080094, 3.002051, -6.132119]], "atomic_forces_ev_per_a": [[-1.7, -1.7, -0.9], [2.0, 2.1, -1.1], [-1.2, -0.5, -0.8], [-0.4, -0.1, -0.8], [0.3, -0.4, 0.6], [-1.8, -0.2, -2.1], [0.3, 0.3, 1.9], [-0.6, 0.1, 0.5], [-0.9, -0.1, 0.6], [-1.5, -0.3, -0.2], [1.2, 0.0, 1.2], [0.6, -0.2, -1.1], [0.3, 0.8, -0.7], [0.6, 0.5, -0.3], [0.6, 0.3, 0.0], [0.6, 1.3, 0.3], [-0.4, -1.1, 0.6], [-0.9, 1.4, 0.4], [-0.8, 0.2, -0.2], [0.5, 0.7, -0.2], [0.0, -0.7, 0.5], [0.2, -0.3, -1.6], [1.6, 0.6, 0.9], [-0.6, -1.1, -0.2], [-3.2, -4.7, -4.2], [-0.6, 4.3, -2.0], [1.9, 4.1, 1.7], [2.0, -4.5, 4.7], [1.7, 0.6, 8.6], [1.1, 1.7, -5.4], [-2.5, -3.8, -3.3], [-2.5, 1.8, -0.5], [0.4, 0.6, 1.4], [-0.1, 0.6, 1.1], [-0.7, 0.5, -0.4], [-0.1, -2.0, 1.1], [0.4, 2.6, -0.4], [0.9, 0.0, 2.4], [0.7, 1.8, -2.1], [1.5, -0.6, 1.7], [0.7, -2.6, 0.5], [-1.4, -0.5, -2.2], [0.0, 2.5, -1.1], [1.0, -1.2, -2.1], [2.2, 0.4, -1.2], [0.0, 2.1, 1.6], [-0.8, -1.9, -0.9], [2.5, -0.5, 0.1], [-0.5, 1.2, 0.4], [-0.8, -0.8, 0.2], [0.1, 1.4, 2.0], [2.1, -1.5, 0.5], [-2.3, 1.2, -0.3], [-0.3, -0.7, 2.4], [-2.0, -1.3, 0.8], [-0.2, -0.1, -2.3], [1.4, 0.4, -1.7], [-0.8, -2.4, -0.6], [0.2, 1.8, 1.0], [-2.1, -0.8, 1.3], [-0.5, -2.3, -0.2], [1.0, 0.3, -2.2], [1.7, -1.8, -0.1], [1.4, 2.1, -0.8], [-2.0, -1.3, -0.1], [1.2, -1.4, 1.8], [1.8, 0.3, 1.9], [1.1, 1.5, -1.7], [-0.1, -0.5, 2.6], [-2.1, -1.3, -0.6], [-1.9, -0.5, -1.7], [1.7, 1.4, -0.8], [-2.4, -0.3, -0.1], [0.9, -1.1, 2.2], [-1.4, -0.2, -2.5], [-0.8, 2.0, -1.8], [1.3, 2.2, 1.3], [1.4, -0.4, 2.4], [0.1, 0.0, -0.4], [0.3, -0.2, 1.0], [-0.2, -0.7, -0.5], [0.1, 0.1, 0.3], [0.1, 0.3, 0.0], [0.1, 0.3, -0.1], [-0.3, 0.3, 0.2], [-0.1, -0.2, 0.1], [0.1, 0.2, 0.0], [-0.1, -0.1, -0.3], [-0.2, 0.1, 0.0], [0.2, 0.1, -0.1], [0.4, 0.2, 0.1], [-0.7, 0.3, 0.2], [0.4, 0.6, 0.3], [-0.3, 0.0, 0.0], [0.0, -0.5, -0.5], [0.0, -0.2, -0.2], [0.0, -0.3, -0.1], [0.1, 0.2, 0.1], [-0.1, -0.2, -0.1], [0.3, 0.0, 0.0], [0.0, -0.2, 0.1], [0.0, 0.0, -0.2]], "smiles": "N=[PH2][C@H]1CC[C@](CCCCN)(CCCCCCCCCCCCn2cccc2)S(=O)(=O)O1.CNC(C)=O.CNC(C)=O", "total_energy_ha": -2567.977963, "homo_ha": -0.296, "homo_lumo_gap_ev": 8.3, "total_charge": 0}